{
  "formula": "C3H8O2",
  "method": "the ωB97M-V functional and the def2-TZVPD basis",
  "orbital_gap_ha": 0.354,
  "e_above_lowest_kj_mol": 216.55,
  "e_lumo_ev": 0.4,
  "species": ["C", "O", "H", "H", "H", "C", "C", "O", "H", "H", "H", "H", "H"],
  "xyz": [[-0.046, -0.528, 0.566], [0.503, 1.555, -0.166], [-0.862, -0.101, 1.235], [0.264, -2.501, -0.173], [-1.751, 1.483, -1.719], [0.303, -1.972, 0.753], [0.714, 0.218, -0.199], [-1.882, 2.194, -1.018], [-0.914, 2.024, -0.707], [1.625, 0.061, -0.804], [1.234, -2.232, 1.295], [-0.429, -2.452, 1.319], [1.241, 2.253, -0.382]]
}

{
  "formula": "C38H35N8NiSSbSe",
  "method": "the ωB97M-V functional and the def2-TZVPD basis",
  "orbital_gap_ha": [0.231, 0.223],
  "e_above_lowest_kj_mol": 0.00,
  "multiplicity": 3,
  "charge": 2,
  "e_lumo_ev": [-5.3, -5.5],
  "species": ["H", "H", "H", "N", "C", "C", "N", "H", "C", "H", "C", "H", "H", "C", "H", "C", "H", "H", "H", "C", "N", "C", "C", "C", "C", "H", "C", "C", "N", "N", "H", "N", "C", "C", "C", "H", "H", "Sb", "C", "H", "H", "H", "C", "C", "H", "C", "C", "C", "H", "H", "C", "H", "C", "C", "H", "H", "S", "C", "C", "C", "Se", "H", "C", "H", "C", "C", "C", "C", "C", "N", "H", "H", "H", "H", "H", "C", "H", "H", "N", "Ni", "C", "C", "H", "H", "C"],
  "xyz": [[-3.525, 0.281, -3.349], [-2.108, -0.064, 9.267], [-3.950, 5.586, 0.563], [-0.368, -2.105, 4.821], [-2.394, 5.915, -0.873], [-0.861, 4.101, -1.189], [-0.765, 0.020, 4.812], [3.635, 1.253, -0.146], [-0.391, -0.713, -6.011], [2.864, -1.025, -3.825], [-2.084, -3.498, 0.855], [1.968, 0.839, 0.308], [-0.211, -0.624, -7.076], [-0.306, -0.996, 4.049], [-0.741, 5.957, -2.253], [-1.325, 0.095, -5.390], [-2.309, 0.935, -2.248], [-0.399, 2.068, 5.037], [5.559, -3.274, -0.379], [-2.660, 3.880, 0.375], [0.272, 3.537, -1.846], [-0.330, -3.472, -1.191], [-1.283, 5.376, -1.511], [-3.083, 5.170, 0.066], [-0.936, 1.394, 4.371], [-2.809, -3.467, 1.660], [4.414, -1.506, -0.004], [-0.847, -1.803, 6.104], [2.247, -1.399, -0.968], [-0.823, -0.894, -3.297], [-2.229, -0.245, -0.098], [-0.835, -2.284, -0.777], [0.302, -1.660, -5.260], [0.062, -1.722, -3.899], [2.671, 2.706, -3.196], [3.287, 0.531, 1.429], [-3.194, 3.286, 1.111], [0.984, -3.484, -2.878], [3.001, 0.527, 0.378], [-2.717, 6.919, -1.118], [4.527, 2.889, -4.260], [-1.905, 0.812, -5.961], [3.655, -3.293, -1.390], [-1.530, -0.010, -4.016], [5.170, -1.034, 0.611], [3.209, -0.837, -0.213], [-2.588, -1.090, 0.472], [2.487, -2.588, -1.580], [2.606, 3.766, -2.988], [1.000, -2.340, -5.731], [-1.781, -2.313, 0.186], [-1.994, 1.657, 4.374], [-2.565, 0.805, -3.301], [-1.565, 0.219, 7.218], [-1.741, -5.609, 0.995], [-2.564, -0.838, 1.534], [-0.952, 1.751, 0.226], [1.718, 1.817, -2.730], [4.633, -2.745, -0.563], [-0.643, -4.682, -0.615], [0.371, -0.922, 2.336], [-2.698, 1.780, -3.770], [-1.050, -2.577, 7.235], [-1.751, 1.288, 7.215], [-1.763, -0.545, 8.359], [-1.540, 3.357, -0.243], [-1.104, -0.445, 6.093], [3.758, 2.214, -3.902], [-1.514, -1.921, 8.366], [0.077, 1.326, -1.083], [-0.231, -5.604, -1.007], [-0.043, -2.997, 4.498], [-3.628, -1.286, 0.189], [4.686, 0.421, -4.663], [0.724, 4.127, -2.520], [0.598, 2.232, -1.835], [-1.679, -2.484, 9.278], [-0.534, 1.479, 3.367], [1.796, 0.508, -2.953], [0.427, -0.749, -1.716], [2.835, 0.043, -3.650], [3.847, 0.853, -4.131], [3.806, -4.249, -1.875], [-0.844, -3.641, 7.240], [-1.504, -4.686, 0.479]]
}

{
  "formula": "C26H54N10O6",
  "method": "the ωB97M-V functional and the def2-TZVPD basis",
  "orbital_gap_ha": 0.345,
  "e_above_lowest_kj_mol": 62.17,
  "e_lumo_ev": 0.5,
  "species": ["H", "H", "H", "H", "O", "H", "C", "H", "O", "H", "H", "N", "H", "H", "H", "C", "H", "N", "H", "C", "H", "H", "C", "H", "C", "H", "H", "N", "C", "H", "H", "C", "C", "C", "H", "C", "H", "C", "H", "H", "C", "N", "H", "C", "C", "H", "H", "H", "O", "H", "H", "H", "N", "C", "H", "H", "H", "H", "H", "H", "H", "C", "C", "N", "H", "H", "H", "H", "H", "C", "N", "C", "H", "H", "N", "N", "H", "C", "O", "H", "C", "H", "C", "C", "H", "C", "O", "C", "H", "N", "H", "H", "O", "C", "H", "H"],
  "xyz": [[-3.647, 0.679, 4.551], [0.961, -1.957, 6.820], [5.545, -0.920, 1.124], [1.305, -0.312, 6.302], [3.617, 4.202, -4.825], [-1.019, -0.013, -4.018], [4.350, 3.238, -4.774], [0.303, 5.092, 3.806], [0.204, 1.893, 5.395], [-0.871, 1.106, -5.335], [-2.865, -0.646, 5.387], [0.847, -1.046, -2.806], [-1.020, -3.094, -3.218], [-2.058, 2.440, 3.097], [5.273, 0.459, -3.671], [1.657, -0.981, 3.889], [-1.045, -2.530, 4.702], [3.829, 1.685, 0.553], [-1.896, 0.568, 4.513], [-3.834, 1.206, -5.338], [-2.374, -1.675, 1.572], [-0.263, 0.315, -0.164], [-0.049, -2.666, 4.274], [-3.463, 1.763, 2.213], [0.397, 1.981, 4.183], [2.240, 3.347, 1.986], [-0.147, -2.664, 3.194], [3.984, 1.979, -4.415], [4.463, -0.775, 1.078], [0.974, 2.189, 1.628], [-4.689, 1.676, -4.864], [4.882, 0.878, -4.603], [-3.462, -2.670, -3.678], [-3.731, -2.984, -1.305], [-3.447, 1.811, -6.159], [-1.548, 0.373, -4.890], [5.422, 3.297, -5.033], [-2.101, -0.879, 2.272], [2.689, 1.124, -2.988], [0.259, -1.361, 0.235], [4.144, 0.613, 0.781], [-2.933, -2.988, -2.384], [2.019, 4.684, 4.113], [-1.998, 2.601, 1.029], [2.673, 1.694, -3.918], [-1.286, -4.166, -1.863], [2.219, -0.159, 4.362], [2.566, -3.215, -2.201], [-1.112, -0.179, 2.141], [1.481, -0.084, 0.072], [2.089, 1.084, -4.623], [-0.334, -0.842, 6.343], [5.530, -2.076, -1.710], [0.511, -0.435, -0.276], [2.092, 2.603, -3.795], [4.148, -1.417, 0.263], [-3.292, 3.531, 2.377], [-4.189, -2.318, 2.437], [4.040, -1.051, 2.038], [-3.395, -1.606, -3.935], [-2.851, -3.149, -4.450], [3.385, -2.979, -2.877], [0.701, -0.805, -1.692], [0.811, -1.592, 4.734], [0.762, 4.226, 5.292], [-1.841, -0.445, -5.541], [-1.934, 1.366, -2.532], [0.235, 1.162, 3.466], [0.360, -3.610, 4.644], [-1.500, -3.164, -2.251], [0.814, 3.096, 3.557], [0.677, -1.180, 6.102], [-1.088, -2.473, -1.529], [3.057, -2.236, -3.597], [-1.401, 2.633, 0.058], [-2.957, -0.848, 3.314], [-4.470, -3.029, -3.875], [-2.756, 2.590, 2.278], [-3.883, 1.912, -2.632], [-3.824, -2.574, 4.123], [-2.806, -0.024, 4.489], [0.583, 3.911, 1.679], [-4.052, -1.799, 3.381], [4.563, -2.461, -2.200], [-4.760, -2.683, -1.565], [0.987, 4.359, 4.237], [1.785, -1.219, 2.699], [1.183, 3.124, 2.144], [3.634, -3.926, -3.355], [-2.765, 1.008, -4.381], [-4.949, -1.259, 3.686], [4.360, 0.079, -5.138], [-3.382, -3.299, -0.178], [-2.866, 1.464, -3.109], [5.737, 1.183, -5.203], [-4.191, 0.242, -5.717]]
}

{
  "formula": "C3H4N2O",
  "method": "the ωB97M-V functional and the def2-TZVPD basis",
  "orbital_gap_ha": 0.399,
  "e_above_lowest_kj_mol": 77.62,
  "e_lumo_ev": 0.6,
  "species": ["O", "H", "C", "C", "N", "N", "H", "H", "C", "H"],
  "xyz": [[-1.658, -0.707, 1.190], [0.680, -1.877, 0.133], [1.357, -0.011, -0.608], [-0.823, -0.179, 0.489], [1.451, 0.832, -1.393], [-0.959, 0.918, -0.286], [-1.824, 1.418, -0.421], [-0.164, 1.169, -0.879], [0.698, -0.812, 0.410], [1.242, -0.750, 1.366]]
}

{
  "formula": "C32H38Cl5N3ORbS",
  "method": "the ωB97M-V functional and the def2-TZVPD basis",
  "orbital_gap_ha": 0.202,
  "e_above_lowest_kj_mol": 91.23,
  "charge": -1,
  "e_lumo_ev": 1.9,
  "species": ["C", "H", "C", "C", "C", "H", "H", "H", "H", "C", "Rb", "H", "S", "H", "H", "H", "H", "C", "C", "C", "C", "N", "C", "C", "H", "C", "H", "H", "H", "H", "C", "H", "H", "C", "Cl", "H", "H", "C", "C", "C", "C", "C", "C", "Cl", "H", "Cl", "H", "H", "H", "H", "H", "C", "C", "H", "Cl", "C", "C", "H", "H", "C", "C", "H", "H", "C", "N", "C", "C", "C", "O", "H", "H", "H", "H", "Cl", "H", "H", "H", "C", "C", "H", "N"],
  "xyz": [[2.152, 2.857, 1.583], [-2.345, -2.366, 1.463], [-2.743, 0.761, 2.780], [-0.799, 2.946, -4.694], [2.140, 2.567, 4.069], [4.524, 2.243, 2.761], [1.132, 3.232, 1.621], [5.215, 0.619, -5.974], [4.043, 0.736, 3.544], [-4.469, -2.728, -3.524], [0.296, -0.232, -0.336], [2.277, 1.863, 4.888], [2.747, 0.609, -2.721], [-0.792, 2.949, -5.773], [1.234, 3.335, -6.416], [2.726, -1.067, 2.838], [-3.819, 0.631, 2.913], [1.735, -0.666, 2.695], [0.044, 0.799, 2.540], [-0.798, 2.834, -1.988], [1.949, -3.471, 2.315], [1.514, 2.222, -4.599], [0.545, -1.416, 2.695], [-3.093, -2.934, -3.587], [5.139, 0.638, -4.190], [4.581, 0.448, -5.108], [-2.097, -2.333, 4.092], [2.827, -3.118, 2.848], [4.055, 0.845, 1.780], [1.951, -4.561, 2.365], [-0.539, -0.472, 2.607], [-2.590, 1.284, 1.837], [-2.552, -0.815, 0.649], [-4.949, -1.630, -2.814], [-5.560, -3.818, -4.300], [2.314, 2.374, 0.616], [-0.483, 1.743, 2.537], [3.024, 2.085, -6.218], [-2.656, -0.915, -2.227], [3.844, 1.391, 2.698], [0.323, 2.559, -3.950], [-2.226, -2.068, -2.960], [-2.386, -1.289, 4.090], [-6.649, -1.371, -2.722], [1.122, 2.944, 4.116], [-4.672, 0.580, -1.293], [1.518, -2.617, 4.890], [-2.844, 3.570, -4.563], [2.034, -3.172, 1.268], [4.251, -0.594, -5.089], [-1.844, -0.790, 4.892], [1.441, 0.694, 2.604], [-1.952, 3.289, -4.018], [3.594, 2.186, -7.119], [-2.490, -4.301, -4.448], [2.524, 1.395, -4.149], [-0.472, -3.764, 2.313], [-3.454, -1.224, 4.301], [0.868, -4.247, 4.656], [0.705, -3.188, 4.449], [0.646, -2.922, 2.933], [2.828, 3.402, 4.209], [-0.742, 2.766, -0.910], [-2.054, -0.615, 2.748], [3.440, 1.314, -5.166], [1.846, 2.645, -5.876], [-1.957, 3.246, -2.628], [2.388, 1.860, 2.726], [-1.858, -0.131, -1.676], [-3.797, -1.420, 1.744], [2.831, 3.707, 1.666], [-0.258, -4.826, 2.449], [-2.845, 3.501, -2.075], [-0.530, -2.327, -3.001], [-1.431, -3.568, 2.775], [-0.216, -2.879, 4.934], [-2.378, 1.369, 3.605], [-2.720, -1.359, 1.580], [-4.079, -0.764, -2.189], [-0.536, -3.569, 1.241], [0.316, 2.509, -2.620]]
}

{
  "formula": "C5H4O2S",
  "method": "the ωB97M-V functional and the def2-TZVPD basis",
  "orbital_gap_ha": 0.284,
  "e_above_lowest_kj_mol": 142.99,
  "e_lumo_ev": -1.7,
  "species": ["O", "C", "O", "H", "C", "H", "C", "C", "C", "S", "H", "H"],
  "xyz": [[-0.371, 2.413, 0.521], [0.229, 0.163, 0.019], [-2.446, -2.058, -0.590], [1.828, 1.547, -0.005], [-0.531, 1.275, 0.330], [2.223, 0.068, -0.914], [-0.456, -1.018, -0.171], [1.721, 0.404, -0.038], [-1.897, -1.106, -0.118], [-2.735, 0.334, 0.479], [2.364, -0.079, 0.786], [0.072, -1.943, -0.298]]
}